Below is a cluster of 17 separate species, C31H98ClN22O20 in total in a non-equilibrium geometry, with properties calculated with ωB97M-V/def2-TZVPD.

Output
- relative energy (zero: lowest compared OMol25 entry of this formula, charge and spin) (kcal/mol) = 1.1
- energy (eV) = -119987.6628
- LUMO energy (eV) = 1.89
- 2S+1 = 1
- highest occupied orbital energy (eV) = -6.02
- molecular weight (g mol⁻¹) = 1134.71
- charge = -1

Each atom is followed by the atoms it is bonded to, with distances in Å.
Geometry (Å):
1 Cl 16.758 -16.628 -2.204  O2 1.409, O3 1.434, O4 1.406, O5 1.440
2 O 15.556 -15.902 -2.089  Cl1 1.409
3 O 16.863 -16.956 -3.596  Cl1 1.434
4 O 17.948 -15.954 -1.882  Cl1 1.406
5 O 16.563 -17.853 -1.472  Cl1 1.440
6 C 15.544 -13.495 -6.007  C7 1.520, H9 1.090, H10 1.090, H11 1.090
7 C 15.330 -14.879 -6.597  C6 1.520, O8 1.376, H12 1.090, H13 1.090
8 O 14.015 -14.993 -6.984  C7 1.376, H14 0.960
9 H 14.966 -13.298 -5.104  C6 1.090
10 H 15.339 -12.736 -6.761  C6 1.090
11 H 16.570 -13.455 -5.642  C6 1.090
12 H 15.540 -15.685 -5.894  C7 1.090
13 H 15.948 -14.944 -7.493  C7 1.090
14 H 13.549 -14.914 -6.148  O8 0.960
15 C 17.894 -23.016 -1.760  C16 1.554, H18 1.090, H19 1.090, H20 1.090
16 C 17.566 -21.711 -0.983  C15 1.554, O17 1.393, H21 1.090, H22 1.090
17 O 16.232 -21.576 -0.607  C16 1.393, H23 0.960
18 H 17.403 -22.886 -2.725  C15 1.090
19 H 17.426 -23.841 -1.222  C15 1.090
20 H 18.941 -23.243 -1.959  C15 1.090
21 H 17.850 -20.816 -1.536  C16 1.090
22 H 18.204 -21.582 -0.109  C16 1.090
23 H 15.664 -21.214 -1.291  O17 0.960
24 C 17.629 -13.945 3.098  C25 1.588, H27 1.090, H28 1.090, H29 1.090
25 C 17.871 -14.078 1.535  C24 1.588, O26 1.405, H30 1.090, H31 1.090
26 O 17.586 -12.821 0.974  C25 1.405, H32 0.960
27 H 18.193 -13.100 3.494  C24 1.090
28 H 18.006 -14.878 3.517  C24 1.090
29 H 16.585 -13.861 3.399  C24 1.090
30 H 17.312 -14.926 1.141  C25 1.090
31 H 18.934 -14.302 1.442  C25 1.090
32 H 16.637 -12.859 0.834  O26 0.960
33 C 19.781 -12.496 -2.530  O34 1.207, N35 1.300, N36 1.276
34 O 20.291 -12.640 -3.614  C33 1.207
35 N 18.726 -13.163 -2.168  C33 1.300, H37 1.010, H38 1.010
36 N 20.100 -11.610 -1.670  C33 1.276, H39 1.010, H40 1.010
37 H 18.375 -13.008 -1.234  N35 1.010
38 H 18.707 -14.071 -2.610  N35 1.010
39 H 19.682 -11.269 -0.816  N36 1.010
40 H 20.871 -11.037 -1.982  N36 1.010
41 C 16.016 -20.758 -4.396  O42 1.219, N43 1.299, N44 1.297
42 O 15.672 -21.664 -5.137  C41 1.219
43 N 15.220 -20.106 -3.604  C41 1.299, H45 1.010, H46 1.010
44 N 17.218 -20.271 -4.357  C41 1.297, H47 1.010, H48 1.010
45 H 14.319 -20.543 -3.471  N43 1.010
46 H 15.608 -19.462 -2.930  N43 1.010
47 H 17.928 -20.747 -4.894  N44 1.010
48 H 17.467 -19.556 -3.688  N44 1.010
49 C 12.677 -17.605 0.349  O50 1.238, N51 1.266, N52 1.285
50 O 11.856 -17.608 1.275  C49 1.238
51 N 12.888 -18.575 -0.437  C49 1.266, H53 1.010, H54 1.010
52 N 13.410 -16.596 0.039  C49 1.285, H55 1.010, H56 1.010
53 H 13.628 -18.413 -1.106  N51 1.010
54 H 12.489 -19.502 -0.455  N51 1.010
55 H 13.370 -15.843 0.711  N52 1.010
56 H 14.184 -16.816 -0.571  N52 1.010
57 C 21.101 -21.458 -0.989  O58 1.169, N59 1.293, N60 1.269
58 O 20.559 -20.490 -0.620  C57 1.169
59 N 21.233 -22.563 -0.330  C57 1.293, H61 1.010, H62 1.010
60 N 21.430 -21.668 -2.197  C57 1.269, H63 1.010, H64 1.010
61 H 21.904 -23.232 -0.680  N59 1.010
62 H 20.820 -22.625 0.590  N59 1.010
63 H 21.163 -20.903 -2.800  N60 1.010
64 H 21.508 -22.597 -2.585  N60 1.010
65 C 17.193 -19.057 -7.774  O66 1.202, N67 1.267, N68 1.276
66 O 16.403 -19.963 -7.790  C65 1.202
67 N 16.956 -17.865 -7.417  C65 1.267, H69 1.010, H70 1.010
68 N 18.411 -19.183 -8.133  C65 1.276, H71 1.010, H72 1.010
69 H 15.993 -17.580 -7.309  N67 1.010
70 H 17.713 -17.200 -7.357  N67 1.010
71 H 19.082 -18.429 -8.167  N68 1.010
72 H 18.709 -20.096 -8.447  N68 1.010
73 C 13.376 -18.454 -8.155  O74 1.220, N75 1.261, N76 1.292
74 O 13.409 -19.435 -8.879  C73 1.220
75 N 13.136 -18.486 -6.918  C73 1.261, H77 1.010, H78 1.010
76 N 13.694 -17.286 -8.610  C73 1.292, H79 1.010, H80 1.010
77 H 13.138 -17.646 -6.357  N75 1.010
78 H 12.790 -19.372 -6.578  N75 1.010
79 H 13.609 -16.477 -8.012  N76 1.010
80 H 13.780 -17.142 -9.606  N76 1.010
81 C 19.166 -14.939 -5.902  O82 1.241, N83 1.265, N84 1.274
82 O 19.077 -15.734 -6.851  C81 1.241
83 N 18.668 -14.950 -4.739  C81 1.265, H85 1.010, H86 1.010
84 N 19.859 -13.875 -6.007  C81 1.274, H87 1.010, H88 1.010
85 H 17.986 -15.664 -4.527  N83 1.010
86 H 18.846 -14.190 -4.098  N83 1.010
87 H 20.037 -13.356 -5.159  N84 1.010
88 H 20.494 -13.726 -6.778  N84 1.010
89 C 20.193 -18.914 -3.913  O90 1.245, N91 1.336, N92 1.326
90 O 20.651 -20.029 -4.225  C89 1.245
91 N 19.862 -18.511 -2.683  C89 1.336, H93 1.010, H94 1.010
92 N 19.934 -17.902 -4.728  C89 1.326, H95 1.010, H96 1.010
93 H 19.884 -19.135 -1.889  N91 1.010
94 H 19.567 -17.599 -2.365  N91 1.010
95 H 19.833 -18.134 -5.706  N92 1.010
96 H 19.376 -17.133 -4.384  N92 1.010
97 C 11.688 -16.587 -4.515  O98 1.198, N99 1.308, N100 1.271
98 O 12.271 -16.240 -5.502  C97 1.198
99 N 10.405 -16.798 -4.367  C97 1.308, H101 1.010, H102 1.010
100 N 12.238 -16.679 -3.372  C97 1.271, H103 1.010, H104 1.010
101 H 9.752 -16.457 -5.057  N99 1.010
102 H 10.056 -17.085 -3.464  N99 1.010
103 H 13.182 -16.384 -3.166  N100 1.010
104 H 11.523 -16.754 -2.663  N100 1.010
105 C 18.262 -18.583 2.016  C106 1.514, H111 1.090, H112 1.090, H113 1.090
106 C 17.326 -18.370 3.187  C105 1.514, C107 1.515, N110 1.499, H114 1.090
107 C 16.066 -19.196 3.020  C106 1.515, O108 1.437, H115 1.090, H116 1.090
108 O 15.171 -18.865 4.094  C107 1.437, C109 1.437
109 C 13.893 -19.521 4.102  O108 1.437, H117 1.090, H118 1.090, H119 1.090
110 N 18.072 -18.985 4.333  C106 1.499, H120 1.010, H121 1.010
111 H 19.243 -18.119 2.118  C105 1.090
112 H 17.883 -18.026 1.159  C105 1.090
113 H 18.446 -19.619 1.730  C105 1.090
114 H 17.172 -17.294 3.269  C106 1.090
115 H 16.198 -20.261 2.831  C107 1.090
116 H 15.559 -18.845 2.121  C107 1.090
117 H 13.089 -19.141 4.733  C109 1.090
118 H 13.966 -20.596 4.269  C109 1.090
119 H 13.526 -19.474 3.076  C109 1.090
120 H 18.003 -19.987 4.225  N110 1.010
121 H 17.372 -18.801 5.038  N110 1.010
122 C 21.406 -14.524 2.419  C123 1.425, H128 1.090, H129 1.090, H130 1.090
123 C 21.787 -15.873 2.163  C122 1.425, C124 1.594, N127 1.449, H131 1.090
124 C 23.094 -15.821 1.252  C123 1.594, O125 1.469, H132 1.090, H133 1.090
125 O 22.979 -14.865 0.143  C124 1.469, C126 1.451
126 C 22.007 -15.360 -0.814  O125 1.451, H134 1.090, H135 1.090, H136 1.090
127 N 22.213 -16.421 3.435  C123 1.449, H137 1.010, H138 1.010
128 H 21.036 -14.077 1.496  C122 1.090
129 H 22.265 -13.887 2.634  C122 1.090
130 H 20.666 -14.412 3.211  C122 1.090
131 H 20.986 -16.449 1.699  C123 1.090
132 H 23.284 -16.800 0.812  C124 1.090
133 H 23.996 -15.638 1.837  C124 1.090
134 H 22.145 -14.781 -1.728  C126 1.090
135 H 20.988 -15.455 -0.438  C126 1.090
136 H 22.289 -16.394 -1.014  C126 1.090
137 H 22.712 -15.642 3.839  N127 1.010
138 H 22.937 -17.111 3.297  N127 1.010
139 C 15.454 -11.256 -1.018  C140 1.492, H145 1.090, H146 1.090, H147 1.090
140 C 14.441 -12.330 -0.798  C139 1.492, C141 1.506, N144 1.439, H148 1.090
141 C 13.875 -12.943 -2.051  C140 1.506, O142 1.448, H149 1.090, H150 1.090
142 O 13.281 -11.952 -2.924  C141 1.448, C143 1.446
143 C 12.256 -12.513 -3.776  O142 1.446, H151 1.090, H152 1.090, H153 1.090
144 N 14.989 -13.288 0.126  C140 1.439, H154 1.010, H155 1.010
145 H 16.432 -11.723 -1.132  C139 1.090
146 H 15.436 -10.580 -0.164  C139 1.090
147 H 15.209 -10.704 -1.925  C139 1.090
148 H 13.536 -12.000 -0.288  C140 1.090
149 H 13.196 -13.731 -1.723  C141 1.090
150 H 14.689 -13.332 -2.662  C141 1.090
151 H 11.400 -12.876 -3.207  C143 1.090
152 H 12.594 -13.378 -4.345  C143 1.090
153 H 11.769 -11.708 -4.327  C143 1.090
154 H 15.708 -13.836 -0.325  N144 1.010
155 H 14.252 -13.945 0.335  N144 1.010
156 C 8.384 -16.718 0.088  C157 1.607, H162 1.090, H163 1.090, H164 1.090
157 C 9.140 -16.231 -1.244  C156 1.607, C158 1.575, N161 1.437, H165 1.090
158 C 10.048 -14.947 -1.161  C157 1.575, O159 1.419, H166 1.090, H167 1.090
159 O 9.489 -13.827 -0.491  C158 1.419, C160 1.389
160 C 10.153 -12.619 -0.668  O159 1.389, H168 1.090, H169 1.090, H170 1.090
161 N 9.944 -17.350 -1.653  C157 1.437, H171 1.010, H172 1.010
162 H 7.835 -15.929 0.602  C156 1.090
163 H 8.987 -17.224 0.843  C156 1.090
164 H 7.501 -17.339 -0.065  C156 1.090
165 H 8.397 -15.916 -1.976  C157 1.090
166 H 10.265 -14.768 -2.214  C158 1.090
167 H 11.029 -15.184 -0.750  C158 1.090
168 H 9.983 -12.293 -1.694  C160 1.090
169 H 11.199 -12.829 -0.445  C160 1.090
170 H 9.847 -11.823 0.010  C160 1.090
171 H 10.551 -17.563 -0.874  N161 1.010
172 H 9.388 -18.191 -1.714  N161 1.010